No. 1
{"formula": "C6H10N2O", "method": "wB97M-V/def2-TZVPD", "symbols": ["H", "N", "C", "N", "C", "C", "C", "C", "C", "O", "H", "H", "H", "H", "H", "H", "H", "H", "H"], "coordinates": [[-0.67392, 2.31681, 0.49947], [0.21573, 1.85900, 0.33560], [0.04931, 0.61998, 0.07604], [1.12213, -0.21698, -0.10524], [2.44767, 0.20074, -0.00616], [3.50301, -0.58782, -0.21995], [-1.28675, -0.08998, -0.03004], [-2.45059, 0.71546, -0.56466], [-1.52895, -1.25923, 0.83530], [-1.20812, -1.43295, -0.53037], [0.92694, -1.14270, -0.47073], [2.53080, 1.24525, 0.27296], [4.49908, -0.17292, -0.14623], [3.41538, -1.63983, -0.48684], [-2.76152, 1.50791, 0.12746], [-2.19519, 1.15343, -1.54151], [-3.29340, 0.03061, -0.69486], [-0.76178, -1.58648, 1.54500], [-2.54983, -1.52028, 1.10475]], "orbital_gap_ev": 9.18, "de_lowest_kcal_mol": 39.8, "smiles": "[H]/N=C(/NC=C)[C@]1(C)CO1", "lumo_energy_ev": 0.83, "homo_ha": -0.307, "multiplicity": 1, "charge": 0}

---

No. 2
{"formula": "C6H10N2O", "method": "wB97M-V/def2-TZVPD", "symbols": ["C", "C", "C", "C", "C", "C", "N", "N", "O", "H", "H", "H", "H", "H", "H", "H", "H", "H", "H"], "coordinates": [[2.16134, 0.30338, 0.96544], [0.69952, 0.27325, 0.66190], [0.01096, -0.98103, 1.30560], [-1.30886, -1.19231, 0.66004], [-1.72453, -0.47718, -0.40457], [-0.76896, 0.23763, -1.20772], [-0.90294, 0.47467, -2.59389], [-0.87017, 1.60230, -1.71716], [0.66333, 0.10653, -0.72847], [2.81745, -0.46079, 0.34343], [2.33735, 0.15634, 1.93705], [2.51721, 1.28239, 0.55104], [0.30783, 1.21479, 1.00322], [-0.15417, -0.95927, 2.33082], [0.60349, -1.80256, 1.03914], [-1.89833, -1.78874, 1.32849], [-2.71335, -0.39836, -0.90080], [-0.01340, 0.31608, -2.99957], [-1.76377, 2.09287, -1.57399]], "orbital_gap_ev": 10.24, "de_lowest_kcal_mol": 87.9, "smiles": "C[C@@H]1CC=CC2(NN2)O1", "lumo_energy_ev": 1.04, "homo_ha": -0.338, "multiplicity": 1, "charge": 0}

---

No. 3
{"formula": "C6H10N2O", "method": "wB97M-V/def2-TZVPD", "symbols": ["C", "C", "C", "C", "C", "C", "N", "N", "O", "H", "H", "H", "H", "H", "H", "H", "H", "H", "H"], "coordinates": [[0.34532, 2.02222, 0.05997], [-0.86059, 2.05728, -0.36444], [0.92659, 0.70466, 0.63302], [0.42480, -0.54615, -0.16686], [-1.84455, 0.00585, -0.02065], [1.27855, -1.80088, 0.05613], [-2.97406, 0.06694, 0.86928], [-3.04484, -0.38996, -0.57664], [-0.90775, -0.86806, 0.30469], [1.09112, 2.93774, -0.02741], [-1.49685, 2.61579, -0.98581], [2.02473, 0.58517, 0.50822], [0.66068, 0.43124, 1.64308], [0.16571, -0.28141, -1.20425], [2.01249, -1.74148, 0.79876], [1.69418, -2.05888, -0.84889], [0.58068, -2.68792, 0.38368], [-2.81689, -0.77802, 1.46664], [-3.58708, 0.28207, -0.92589]], "orbital_gap_ev": 9.57, "de_lowest_kcal_mol": 156.8, "lumo_energy_ev": 0.98, "homo_ha": -0.316, "multiplicity": 1, "charge": 0}

---

No. 4
{"formula": "C6H10N2O2", "method": "wB97M-V/def2-TZVPD", "symbols": ["C", "C", "C", "N", "N", "O", "C", "C", "C", "O", "H", "H", "H", "H", "H", "H", "H", "H", "H", "H"], "coordinates": [[0.15910, 2.45423, 0.74723], [0.32973, 1.18584, -0.12151], [0.99330, -0.02598, 0.52827], [0.80759, -1.31715, -0.22466], [2.01155, -1.86622, -0.26398], [2.01098, -3.00427, -0.71830], [-0.55491, -1.79424, -0.55774], [-1.50760, -0.70000, -0.16888], [-1.12447, 0.71164, -0.57740], [-1.87314, 1.51418, -1.06974], [-0.21955, 2.28462, 1.78220], [1.12697, 2.94216, 0.78116], [-0.43892, 3.12324, 0.22945], [0.91455, 1.37923, -1.02505], [0.78302, -0.21581, 1.56430], [2.02955, 0.00609, 0.53230], [-0.79401, -2.74777, -0.03045], [-0.38467, -2.15380, -1.61053], [-1.80326, -0.82820, 0.92403], [-2.46579, -0.94780, -0.72069]], "orbital_gap_ev": 9.90, "de_lowest_kcal_mol": 84.9, "smiles": "C[C@H]1CN(N=O)CCC1=O", "lumo_energy_ev": 0.56, "homo_ha": -0.343, "multiplicity": 1, "charge": 0}

---

No. 5
{"formula": "C6H10N2O2", "method": "wB97M-V/def2-TZVPD", "symbols": ["C", "C", "C", "C", "C", "C", "N", "N", "O", "O", "H", "H", "H", "H", "H", "H", "H", "H", "H", "H"], "coordinates": [[0.88668, -1.35107, -0.25006], [0.64635, -3.69847, 0.54947], [0.97221, -0.81035, 1.12200], [-0.13694, 0.24520, 1.36571], [-0.71056, 0.39161, -0.05025], [-0.27582, 1.73475, -0.86287], [-0.04504, -0.70749, -0.80951], [-0.54038, -3.58076, 0.49255], [-0.35891, -0.84560, -2.12549], [1.73958, -3.92748, 0.83168], [0.81107, -1.64711, 1.78864], [1.95004, -0.55727, 1.43140], [-0.85801, 0.05532, 2.05056], [0.38325, 1.11129, 1.63260], [-1.78706, 0.46974, -0.00442], [-0.71723, 2.63329, -0.55644], [-0.35823, 1.31425, -1.86477], [0.84685, 1.90261, -0.66353], [0.26273, -1.36448, -2.69034], [-1.40491, -3.96673, 0.22448]], "orbital_gap_ev": 9.26, "de_lowest_kcal_mol": 120.5, "lumo_energy_ev": 0.85, "homo_ha": -0.309, "multiplicity": 1, "charge": 0}

---

No. 6
{"formula": "C6H10N2O2", "method": "wB97M-V/def2-TZVPD", "symbols": ["C", "C", "C", "C", "C", "C", "N", "N", "O", "O", "H", "H", "H", "H", "H", "H", "H", "H", "H", "H"], "coordinates": [[-0.57591, 1.28882, -1.67132], [-1.19718, -2.08715, -0.60945], [0.86199, 0.93271, -1.47777], [-0.60033, -0.63831, -0.73439], [-0.85139, 1.01151, 2.46161], [1.62640, -0.93323, 0.04970], [-1.38712, 0.34483, -1.39535], [0.67626, -0.29494, -0.74349], [-0.97420, -2.36652, -1.82813], [-1.53128, -2.60605, 0.39981], [-0.90459, 2.24106, -2.01759], [1.30760, 0.74027, -2.39781], [1.23687, 1.71465, -0.71242], [-0.11276, 0.10735, 2.35277], [-1.87974, 0.72979, 2.34360], [-0.85404, 1.43580, 3.46704], [1.22686, -1.74929, 0.77761], [2.51903, -1.38225, -0.53961], [2.22813, -0.22749, 0.50338], [-0.81460, 1.73843, 1.77180]], "orbital_gap_ev": [6.96, 6.69], "de_lowest_kcal_mol": 18.3, "s2": 2.022, "lumo_energy_ev": [0.68, -3.29], "homo_ha": [-0.231, -0.367], "multiplicity": 3, "charge": 0}

---

No. 7
{"formula": "C6H10N2O2S", "method": "wB97M-V/def2-TZVPD", "symbols": ["C", "C", "C", "C", "C", "C", "N", "N", "O", "O", "S", "H", "H", "H", "H", "H", "H", "H", "H", "H", "H"], "coordinates": [[1.14681, 0.13009, 1.51433], [-0.43159, -0.00979, -0.16952], [2.29637, -0.46596, 0.83135], [0.69648, -0.47851, -1.10464], [1.69773, -1.35655, -0.37499], [-2.13299, 1.71531, 0.04816], [-0.06618, 0.31402, 1.21995], [-1.00746, 1.33231, -0.67615], [-1.41351, -0.98107, -0.11083], [-3.99133, -0.69205, -0.55174], [-2.91313, -0.47849, 0.45171], [1.39197, 0.48234, 2.50134], [2.69038, 0.43179, 0.23282], [2.94811, -0.92386, 1.51535], [0.19261, -1.08481, -1.73630], [1.06797, 0.38870, -1.60659], [2.51068, -1.79559, -0.96342], [1.12674, -2.13002, -0.04917], [-2.77985, 2.38259, -0.36452], [-1.91988, 1.84126, 1.11512], [-1.10992, 1.37831, -1.72226]], "orbital_gap_ev": 8.46, "de_lowest_kcal_mol": 97.9, "lumo_energy_ev": 0.77, "homo_ha": -0.283, "multiplicity": 1, "charge": 0}

---

No. 8
{"formula": "C6H10N2O2S2", "method": "wB97M-V/def2-TZVPD", "symbols": ["C", "C", "C", "C", "C", "C", "N", "N", "O", "O", "S", "S", "H", "H", "H", "H", "H", "H", "H", "H", "H", "H"], "coordinates": [[0.58939, -1.68171, -3.01578], [1.59123, -0.54241, -1.39741], [0.29706, -0.17247, -1.22584], [2.81639, -0.17673, -0.63362], [-1.26698, 2.17045, 0.51452], [-0.52651, 0.80874, 0.69591], [1.72859, -1.37281, -2.47277], [-2.06673, -0.06806, 2.72399], [-2.55784, -0.92068, 0.40681], [-0.42354, -1.53484, 1.40095], [-0.78538, -1.05648, -2.30119], [-1.47054, -0.56712, 1.21901], [0.47061, -2.39817, -3.72795], [3.52878, -0.87782, -0.95071], [3.15040, 0.77160, -0.91929], [2.72961, -0.29338, 0.43726], [-1.99805, 2.22700, -0.33041], [-1.83472, 2.32969, 1.44460], [-0.49578, 3.11461, 0.49511], [0.26840, 0.70293, 1.38215], [-2.46102, -0.90538, 3.15995], [-1.28338, 0.44305, 3.09470]], "orbital_gap_ev": 8.80, "de_lowest_kcal_mol": 82.2, "lumo_energy_ev": -0.46, "homo_ha": -0.340, "multiplicity": 1, "charge": 0}

---

No. 9
{"formula": "C6H10N2S", "method": "wB97M-V/def2-TZVPD", "symbols": ["C", "C", "C", "C", "C", "C", "N", "N", "S", "H", "H", "H", "H", "H", "H", "H", "H", "H", "H"], "coordinates": [[1.61902, 0.27591, 0.66011], [-0.03424, -1.53433, 0.56271], [-1.14815, -0.84548, 1.33134], [-0.64211, 0.83393, -0.66660], [0.78038, -0.50073, -0.19278], [-0.29540, 2.20758, -0.17232], [2.28076, 0.90846, 1.35077], [1.36410, -0.91258, -1.40603], [-2.09374, 0.10179, 0.08669], [0.60828, -2.09002, 1.25420], [-0.47024, -2.23286, -0.15611], [-1.82946, -1.55056, 1.80168], [-0.75505, -0.15467, 2.07943], [-0.69067, 0.74909, -1.74779], [0.64440, 2.54705, -0.60631], [-0.20813, 2.23124, 0.91423], [-1.08142, 2.90458, -0.46513], [1.27560, -1.89342, -1.61231], [2.28678, -0.55000, -1.58840]], "orbital_gap_ev": 9.34, "de_lowest_kcal_mol": 9.5, "lumo_energy_ev": 0.82, "homo_ha": -0.313, "multiplicity": 1, "charge": 0}

---

No. 10
{"formula": "C6H10N2S2", "method": "wB97M-V/def2-TZVPD", "symbols": ["C", "C", "N", "C", "C", "N", "C", "S", "C", "S", "H", "H", "H", "H", "H", "H", "H", "H", "H", "H"], "coordinates": [[-0.70387, -2.29096, 1.51405], [-0.33262, -2.31349, 0.20806], [0.64845, -1.57854, -0.28744], [0.93771, -0.37149, -0.14745], [2.10282, 0.20833, -0.84206], [0.08080, 0.68550, 0.47171], [-1.32725, 0.59364, 0.44243], [-1.87097, 1.21162, -1.19292], [-0.79254, 2.69318, -1.18994], [0.41162, 2.37426, 0.26828], [-1.58280, -2.91868, 1.67078], [-0.38889, -1.62641, 2.33046], [-0.81352, -2.93313, -0.54252], [1.62716, 0.71075, -1.72751], [2.58577, -0.60166, -1.22691], [2.81549, 0.85741, -0.34312], [-1.74740, 1.26903, 1.20505], [-1.64103, -0.42565, 0.56237], [-1.30373, 3.48618, -0.83350], [-0.50811, 2.84917, -2.24617]], "orbital_gap_ev": 8.93, "de_lowest_kcal_mol": 60.0, "smiles": "C=C/N=C(/C)N1CSCS1", "lumo_energy_ev": 0.56, "homo_ha": -0.307, "multiplicity": 1, "charge": 0}